1.
Entry from the OMol25 dataset: a 8-piece molecular cluster, C42H92N6O9 overall at a distorted geometry (wB97M-V/def2-TZVPD).

## Properties
- Energy above the lowest of the compared OMol25 structures with the same formula, charge and spin: 0.0 kcal per mole
- HOMO: -10.598 eV
- Frontier orbital gap: 6.717 eV
- Charge: +2

Last column: Löwdin charge in e.
Positions of all 149 atoms, in Å:
N  0.31  -0.37  0.01  -0.585
O  0.59  0.81  -0.28  -0.041
O  -0.40  -0.53  1.03  -0.068
O  0.75  -1.38  -0.55  -0.023
C  2.40  -4.58  0.36  -0.060
C  2.31  -3.66  1.59  -0.219
C  1.61  -4.35  2.77  -0.108
N  1.13  -3.49  3.91  -0.264
C  0.96  -4.38  5.13  0.036
C  -0.20  -2.84  3.61  -0.113
C  -0.33  -1.73  4.64  -0.150
C  1.09  -1.31  5.00  -0.111
C  2.04  -2.32  4.30  -0.043
H  1.43  -5.09  0.32  0.053
H  3.13  -5.39  0.38  0.084
H  2.45  -4.00  -0.56  0.072
H  1.74  -2.78  1.27  0.086
H  3.26  -3.20  1.85  0.112
H  2.39  -4.98  3.21  0.140
H  0.74  -4.89  2.40  0.131
H  1.97  -4.64  5.45  0.112
H  0.37  -5.27  4.95  0.116
H  0.56  -3.72  5.90  0.103
H  -0.91  -3.67  3.62  0.134
H  -0.22  -2.41  2.60  0.108
H  -0.94  -2.11  5.47  0.113
H  -1.07  -1.08  4.18  0.103
H  1.37  -1.38  6.06  0.118
H  1.22  -0.23  4.87  0.108
H  2.90  -2.65  4.87  0.143
H  2.35  -1.90  3.34  0.116
C  3.37  4.55  -0.14  -0.080
C  3.79  3.10  -0.22  -0.233
C  4.85  2.89  -1.31  -0.094
N  5.07  1.43  -1.74  -0.252
C  6.06  1.43  -2.89  0.032
C  3.85  0.70  -2.24  -0.095
C  4.11  -0.80  -1.99  -0.126
C  5.07  -0.81  -0.80  -0.145
C  5.64  0.59  -0.63  -0.084
H  2.89  4.90  -1.06  0.077
H  4.24  5.17  0.07  0.085
H  2.76  4.64  0.76  0.077
H  2.97  2.38  -0.23  0.091
H  4.37  2.80  0.66  0.107
H  5.78  3.36  -1.00  0.144
H  4.49  3.31  -2.26  0.128
H  6.92  2.02  -2.61  0.112
H  5.54  1.92  -3.71  0.105
H  6.30  0.39  -3.07  0.116
H  3.48  1.04  -3.20  0.129
H  3.04  0.88  -1.52  0.106
H  4.51  -1.28  -2.88  0.116
H  3.20  -1.33  -1.76  0.101
H  5.76  -1.66  -0.77  0.124
H  4.55  -1.13  0.10  0.100
H  6.73  0.62  -0.64  0.139
H  5.33  0.96  0.34  0.117
C  -1.22  -5.29  -0.96  -0.070
C  -2.54  -4.56  -0.92  -0.236
C  -2.45  -3.18  -0.29  -0.113
N  -3.83  -2.53  -0.08  -0.250
C  -4.55  -3.24  1.02  0.035
C  -4.61  -2.47  -1.39  -0.073
C  -5.73  -1.51  -1.03  -0.135
C  -4.90  -0.37  -0.45  -0.141
C  -3.65  -1.02  0.16  -0.089
H  -1.04  -6.00  -1.76  0.097
H  -1.11  -5.85  -0.02  0.074
H  -0.39  -4.58  -0.98  0.056
H  -3.34  -5.16  -0.47  0.103
H  -2.95  -4.45  -1.93  0.106
H  -1.86  -2.49  -0.90  0.112
H  -1.95  -3.24  0.68  0.125
H  -5.54  -2.84  1.22  0.106
H  -3.87  -3.12  1.86  0.104
H  -4.64  -4.30  0.80  0.103
H  -4.83  -3.51  -1.63  0.137
H  -3.84  -2.07  -2.06  0.144
H  -6.52  -1.94  -0.43  0.114
H  -6.13  -1.24  -2.01  0.128
H  -5.45  0.28  0.23  0.116
H  -4.70  0.33  -1.26  0.105
H  -3.43  -0.90  1.22  0.126
H  -2.75  -0.66  -0.34  0.106
C  -2.24  0.14  -8.51  -0.086
C  -1.41  -0.08  -7.24  -0.210
C  -1.05  1.25  -6.55  -0.112
N  -0.74  1.08  -5.07  -0.264
C  0.49  0.20  -4.93  0.043
C  -1.89  0.45  -4.30  -0.082
C  -1.67  0.97  -2.87  -0.146
C  -1.15  2.39  -3.05  -0.145
C  -0.47  2.43  -4.41  -0.070
H  -3.14  0.75  -8.32  0.075
H  -2.68  -0.75  -8.94  0.084
H  -1.66  0.79  -9.17  0.082
H  -0.54  -0.68  -7.48  0.122
H  -2.02  -0.63  -6.52  0.103
H  -1.93  1.89  -6.56  0.127
H  -0.21  1.76  -7.03  0.140
H  1.31  0.68  -5.47  0.110
H  0.35  -0.81  -5.31  0.105
H  0.74  0.21  -3.87  0.105
H  -1.84  -0.59  -4.59  0.108
H  -2.76  0.98  -4.69  0.143
H  -0.85  0.39  -2.45  0.095
H  -2.65  0.85  -2.42  0.104
H  -0.51  2.64  -2.20  0.106
H  -1.91  3.10  -2.71  0.119
H  0.59  2.67  -4.43  0.132
H  -1.00  3.16  -5.02  0.129
C  -1.20  7.14  5.35  -0.076
C  -1.39  5.60  5.42  -0.229
C  -1.11  5.09  4.02  -0.136
N  -1.46  3.62  3.77  -0.245
C  -0.88  2.68  4.84  0.061
C  -1.03  3.12  2.40  -0.072
C  -1.98  1.97  2.10  -0.178
C  -3.30  2.50  2.56  -0.148
C  -2.99  3.43  3.77  -0.087
H  -0.14  7.28  5.14  0.087
H  -1.34  7.47  6.38  0.081
H  -1.99  7.59  4.76  0.083
H  -2.40  5.34  5.73  0.114
H  -0.66  5.28  6.17  0.114
H  -0.10  5.23  3.63  0.145
H  -1.69  5.60  3.25  0.131
H  0.18  2.66  4.62  0.103
H  -1.35  1.72  4.67  0.096
H  -1.10  3.14  5.80  0.094
H  0.04  2.92  2.47  0.117
H  -1.26  3.94  1.71  0.140
H  -1.67  1.04  2.59  0.092
H  -1.99  1.67  1.05  0.106
H  -3.95  1.70  2.94  0.113
H  -3.86  3.05  1.80  0.118
H  -3.43  3.13  4.72  0.130
H  -3.51  4.38  3.64  0.125
O  2.93  0.40  1.37  0.010
C  3.11  1.12  2.54  -0.827
O  4.26  1.33  2.99  -0.026
O  2.09  1.71  3.03  -0.091
H  1.98  0.66  1.36  0.055
O  0.92  -3.09  -2.93  0.020
C  -0.10  -3.22  -3.87  -0.827
O  0.23  -3.56  -5.02  -0.034
O  -1.28  -2.81  -3.65  -0.102
H  0.41  -2.65  -2.24  0.033

***

2.
Entry from the OMol25 dataset: C44H38As2PRe as an isolated structure at a distorted geometry (wB97M-V/def2-TZVPD).

## Properties
- Energy above the lowest of the compared OMol25 structures with the same formula, charge and spin: 16.4 kcal per mole
- <S²>: 3.810
- HOMO (alpha / beta): -16.416 / -16.429 eV
- Frontier orbital gap (alpha / beta): 6.349 / 5.707 eV
- Multiplicity: 4
- Charge: +3

Last column: natural (NBO) charge in e.
Positions of all 86 atoms, in Å:
Re  -0.18  0.27  0.19  0.864
C  1.64  -4.28  -0.53  -0.139
C  1.07  -3.28  -1.30  -0.202
C  1.29  -1.95  -0.97  -0.197
C  2.07  -1.63  0.14  -0.412
C  2.63  -2.63  0.93  -0.176
C  2.42  -3.96  0.58  -0.142
P  2.23  0.12  0.58  1.025
C  3.93  0.67  0.53  -0.427
C  4.28  1.88  1.14  -0.178
C  5.62  2.24  1.20  -0.188
C  6.59  1.41  0.64  -0.135
C  6.23  0.23  0.01  -0.205
C  4.90  -0.15  -0.06  -0.113
C  1.61  0.20  2.30  -0.377
C  2.24  0.01  3.51  -0.121
C  1.45  0.04  4.66  -0.144
C  0.07  0.26  4.60  -0.158
C  -0.57  0.44  3.38  -0.213
C  0.22  0.41  2.23  -0.211
H  1.50  -5.32  -0.80  0.258
H  0.47  -3.55  -2.17  0.249
H  0.95  -1.17  -1.66  0.200
H  3.22  -2.38  1.80  0.242
H  2.87  -4.74  1.17  0.258
H  3.52  2.52  1.56  0.222
H  5.90  3.16  1.69  0.247
H  7.63  1.70  0.70  0.251
H  6.99  -0.42  -0.41  0.250
H  4.62  -1.06  -0.56  0.220
H  3.31  -0.16  3.57  0.246
H  1.92  -0.11  5.63  0.258
H  -0.51  0.27  5.51  0.258
H  -1.64  0.60  3.33  0.249
C  -1.98  2.81  -1.30  -0.696
C  -3.03  2.31  -0.32  -0.704
As  -2.68  0.41  0.01  0.992
C  -3.90  -0.25  1.35  -0.381
C  -4.80  0.61  1.96  -0.213
C  -5.76  0.09  2.81  -0.183
C  -5.81  -1.27  3.06  -0.151
C  -4.89  -2.13  2.45  -0.199
C  -3.93  -1.62  1.59  -0.151
C  -3.28  -0.43  -1.62  -0.258
C  -2.38  -1.05  -2.49  -0.265
C  -2.85  -1.61  -3.67  -0.183
C  -4.20  -1.56  -3.97  -0.156
C  -5.09  -0.96  -3.09  -0.168
C  -4.64  -0.39  -1.91  -0.225
As  -0.22  2.70  -0.42  1.216
C  1.14  3.11  -1.71  -0.414
C  2.03  4.16  -1.49  -0.140
C  2.97  4.46  -2.47  -0.197
C  3.03  3.70  -3.63  -0.146
C  2.17  2.63  -3.82  -0.184
C  1.22  2.33  -2.86  -0.216
C  -0.33  4.14  0.87  -0.381
C  -0.29  3.95  2.24  -0.216
C  -0.49  5.04  3.08  -0.187
C  -0.74  6.29  2.54  -0.147
C  -0.76  6.48  1.16  -0.195
C  -0.56  5.40  0.32  -0.159
H  -2.15  3.85  -1.58  0.279
H  -1.96  2.22  -2.21  0.252
H  -4.04  2.43  -0.71  0.280
H  -2.97  2.85  0.63  0.252
H  -4.76  1.68  1.77  0.222
H  -6.48  0.75  3.28  0.248
H  -6.56  -1.68  3.73  0.250
H  -4.94  -3.19  2.64  0.246
H  -3.23  -2.29  1.11  0.210
H  -1.32  -1.09  -2.25  0.174
H  -2.16  -2.10  -4.35  0.238
H  -4.56  -2.00  -4.89  0.251
H  -6.15  -0.93  -3.32  0.251
H  -5.33  0.06  -1.21  0.232
H  1.97  4.74  -0.58  0.226
H  3.65  5.28  -2.32  0.249
H  3.76  3.94  -4.39  0.251
H  2.24  2.04  -4.72  0.246
H  0.52  1.51  -3.01  0.203
H  -0.09  2.97  2.65  0.223
H  -0.46  4.91  4.15  0.243
H  -0.92  7.13  3.20  0.252
H  -0.93  7.46  0.75  0.252
H  -0.57  5.53  -0.76  0.221